No. 1
Below is a 6-piece molecular cluster, C9H23F6N5O6S2 overall, with properties calculated with the ωB97M-V functional and the def2-TZVPD basis.

The geometry in XYZ format:
```
51
Properties=species:S:1:pos:R:3:forces:R:3:nbo_charge:R:1
N -2.06732 -2.20033 -1.32389 0.751 -0.174 0.036 -0.956
H -2.16960 -2.17293 -2.33966 0.110 -0.015 0.247 0.413
H -0.99987 -2.47302 -1.03010 0.663 0.431 -0.170 0.486
H -2.71456 -2.89236 -0.95180 -0.111 0.438 0.132 0.415
H -2.20025 -1.22126 -0.95932 -0.423 -0.660 -0.052 0.462
N 0.42737 0.39880 -0.58947 0.291 -0.157 0.275 -0.959
H 0.50321 -0.68628 -0.68686 -0.327 -0.105 0.029 0.473
H 0.74468 0.83880 -1.45607 0.004 -0.103 0.283 0.430
H 1.10060 0.63990 0.15406 -0.538 0.267 -0.116 0.460
H -0.54044 0.73010 -0.34544 1.090 -0.499 -0.193 0.447
C -1.89915 1.56731 -2.95199 -0.083 -0.588 1.147 0.724
F -1.37573 0.35011 -3.21026 -0.036 -0.057 0.035 -0.339
F -0.92102 2.34587 -2.51140 0.452 0.244 -0.084 -0.313
F -2.39747 2.04893 -4.05111 -0.323 0.421 -0.878 -0.290
S -3.21836 1.48900 -1.64490 0.454 -1.729 -1.119 2.208
O -3.44371 2.83568 -1.28500 0.377 1.084 0.610 -0.894
O -4.30818 0.78492 -2.23416 0.008 -0.700 -0.228 -0.919
N -2.38182 0.53596 -0.52810 -2.139 1.934 -0.709 -1.253
S -2.95035 1.14087 0.86776 0.452 -0.851 2.247 2.217
O -2.06849 2.14779 1.36614 0.307 0.136 0.202 -0.926
O -4.36089 1.32253 0.99191 -0.343 0.189 -0.603 -0.910
C -2.74156 -0.35850 1.96360 0.897 -0.153 -1.169 0.722
F -2.88522 -0.04665 3.23128 -0.155 0.112 0.277 -0.297
F -3.65009 -1.27659 1.60958 0.119 -0.017 0.207 -0.321
F -1.51342 -0.90616 1.78746 -0.404 0.130 0.108 -0.329
C 2.40464 -3.92867 -0.73991 -0.212 -0.960 0.287 -0.648
C 1.43966 -2.97854 -1.46425 0.018 0.672 -0.704 -0.039
O 0.50412 -2.31275 -0.68025 -1.042 0.157 0.032 -0.940
H 3.47379 -3.71078 -0.70361 -0.112 0.441 -0.390 0.202
H 2.27537 -4.89173 -1.24520 0.439 -0.099 0.161 0.196
H 2.14255 -4.13083 0.30368 -0.384 0.344 -0.114 0.216
H 0.94715 -3.59690 -2.24649 -0.083 0.140 0.207 0.115
H 2.00191 -2.22593 -2.06220 0.174 -0.273 0.216 0.126
C 0.96919 1.98385 2.96898 -1.492 0.160 -0.544 0.559
O 1.17527 1.34544 1.94537 0.697 0.217 0.438 -0.681
N 1.28013 1.61741 4.21353 0.227 -0.363 -0.050 -0.421
C 0.70435 2.20737 5.38694 -0.106 1.325 0.385 -0.408
C 2.14165 0.49461 4.45238 0.327 -0.509 -0.066 -0.419
H 0.36417 2.90821 2.95558 0.164 -0.021 -0.127 0.126
H -0.01317 1.57357 5.91220 0.274 -0.335 -0.077 0.204
H 0.15640 3.13072 5.17430 0.047 -0.175 -0.446 0.219
H 1.50442 2.53639 6.05819 -0.091 -0.350 0.172 0.197
H 2.68589 0.20584 3.55743 -0.054 0.268 -0.148 0.237
H 2.85378 0.79966 5.21743 0.068 -0.307 0.155 0.197
H 1.58419 -0.39389 4.75446 -0.035 0.055 0.279 0.201
C 3.01070 0.67518 -5.06133 -0.042 0.014 -0.883 -0.733
C 2.75652 0.85907 -3.65289 -0.497 -0.016 0.824 0.340
N 2.48949 1.00155 -2.54172 0.328 -0.008 -0.739 -0.383
H 3.85005 0.00917 -5.24007 0.183 0.109 0.119 0.262
H 3.17109 1.63626 -5.54786 0.280 0.037 0.133 0.262
H 2.15831 0.24322 -5.58694 -0.167 -0.100 0.366 0.263
```
Positions in Å, forces in eV/Å.

As for the HOMO energy: -8.50 eV. For the frontier orbital gap, the calculation gives 8.8 eV.

No. 2
Below is a 2-piece molecular cluster, C4H14N overall, with properties calculated with the ωB97M-V functional and the def2-TZVPD basis.

The geometry in XYZ format:
```
19
Properties=species:S:1:pos:R:3:forces:R:3:nbo_charge:R:1
C 0.39639 -1.12381 -0.66992 -1.099 0.748 -1.417 -0.239
C 1.82046 -0.83633 -1.02648 1.706 -0.543 0.936 -0.658
N 0.03322 -1.70785 0.67244 0.466 0.281 -0.195 -0.666
H -0.16476 -0.19410 -0.76903 -0.188 -0.187 0.261 0.246
H -0.04142 -1.79934 -1.39261 -0.005 -0.300 -0.131 0.227
H 2.48338 -1.69214 -0.87114 -0.134 -0.178 0.155 0.230
H 2.29659 -0.01444 -0.48609 -0.385 0.044 0.170 0.237
H 0.16280 -1.00778 1.40608 -0.007 -0.148 0.142 0.448
H -0.95218 -2.00101 0.66303 0.293 0.148 0.084 0.453
H 0.61126 -2.52256 0.87002 0.063 -0.121 0.205 0.444
H 1.98427 -0.61582 -2.07489 -0.697 0.116 -0.262 0.273
C -0.58279 2.13884 -0.08645 -0.609 0.133 -0.354 -0.631
C -1.57189 1.58598 0.94404 -0.139 0.372 -0.146 -0.607
H -0.53444 3.20574 0.06877 0.320 0.332 -0.131 0.239
H 0.42566 1.73777 -0.11386 0.178 -0.017 0.528 0.189
H -0.96806 2.00031 -1.09800 -0.055 -0.013 -0.049 0.210
H -1.39990 0.54314 1.21086 -0.143 -0.064 0.136 0.142
H -2.58688 1.69072 0.56148 -0.009 -0.340 -0.162 0.230
H -1.61095 2.20066 1.84164 0.444 -0.264 0.229 0.232
```
Positions in Å, forces in eV/Å.

The value obtained for the relative energy (zero: lowest compared OMol25 entry of this formula, charge and spin) is 0.637 eV. The charge is +1. As for the HOMO energy: -15.30 eV. For the frontier orbital gap, the calculation gives 11.5 eV.

No. 3
Below is one molecule with the formula C5H8N2S, with properties calculated with the ωB97M-V functional and the def2-TZVPD basis.

The geometry in XYZ format:
```
16
Properties=species:S:1:pos:R:3:forces:R:3:nbo_charge:R:1
S 3.27932 -0.38933 0.09126 -1.553 1.010 -0.146 0.011
C 1.96388 0.59148 -0.14480 1.579 0.647 -0.780 -0.239
C 0.59896 0.21659 -0.51278 -0.703 0.457 1.218 -0.029
C 0.03990 -1.19073 -0.57123 2.433 0.234 -0.871 -0.228
N -1.35658 -1.03301 -0.46013 -1.212 1.268 1.576 -0.585
C -1.50091 -0.09542 0.72211 -0.677 -2.057 0.450 -0.248
C -0.39085 0.80989 0.46798 0.340 2.154 -0.876 -0.069
N -0.32433 1.30234 -0.92440 -0.559 -1.788 0.798 -0.531
H 2.09573 1.75054 -0.16317 -0.108 -1.950 0.348 0.195
H 0.62086 -1.60808 0.26304 -0.509 -0.678 0.322 0.178
H 0.32268 -1.74866 -1.44271 0.051 -0.271 -0.643 0.214
H -1.77598 -1.87313 -0.16015 -0.631 -1.308 -0.091 0.360
H -1.16299 -0.69125 1.67995 -1.263 1.127 -1.243 0.179
H -2.54199 0.39600 0.75776 1.680 -0.895 0.186 0.231
H -0.04056 1.41881 1.28082 0.161 0.431 0.052 0.212
H 0.17287 2.14397 -0.88355 0.971 1.617 -0.302 0.348
```
Positions in Å, forces in eV/Å.

The value obtained for the relative energy (zero: lowest compared OMol25 entry of this formula, charge and spin) is 3.004 eV. As for the HOMO energy: -8.79 eV. For the frontier orbital gap, the calculation gives 8.5 eV. Its SMILES is S=C[C@@]12CNC[C@@H]1N2.

No. 4
Below is a 2-piece molecular cluster, CH5NO overall, with properties calculated with the ωB97M-V functional and the def2-TZVPD basis.

The geometry in XYZ format:
```
8
Properties=species:S:1:pos:R:3:forces:R:3:nbo_charge:R:1
C 1.63786 0.48309 -0.30972 -0.120 0.800 -0.053 0.279
O 2.16231 -0.57663 -0.16676 0.145 -0.475 0.031 -0.484
H 1.56373 0.99703 -1.28566 0.028 -0.187 -0.152 0.102
H 1.21668 1.06522 0.52924 -0.039 -0.143 0.180 0.100
N -1.89009 -0.47711 0.19905 -0.217 -0.161 0.198 -1.067
H -1.32469 0.28213 -0.15263 0.093 -0.057 -0.033 0.350
H -1.91400 -0.41055 1.21044 0.014 0.071 -0.075 0.358
H -1.45180 -1.36316 -0.02396 0.095 0.151 -0.096 0.362
```
Positions in Å, forces in eV/Å.

The value obtained for the relative energy (zero: lowest compared OMol25 entry of this formula, charge and spin) is 0.636 eV. As for the HOMO energy: -10.23 eV. For the frontier orbital gap, the calculation gives 10.9 eV. Its SMILES is C=O.N.

No. 5
Below is a 2-piece molecular cluster, C26H22F2N3O10P overall, with properties calculated with the ωB97M-V functional and the def2-TZVPD basis.

The geometry in XYZ format:
```
64
Properties=species:S:1:pos:R:3:forces:R:3:nbo_charge:R:1
N 2.00500 -3.14539 -0.31462 0.104 0.169 -0.026 -1.170
P 1.42407 -2.51795 1.21133 -0.178 -0.240 -0.202 1.272
O 2.79830 -2.68503 2.11839 0.083 -0.001 -0.028 -0.994
C 1.65613 -0.71426 0.82324 -0.080 0.037 0.319 -0.237
C 2.94427 -0.20430 0.91122 0.022 0.104 -0.089 -0.246
C 3.20713 1.12972 0.63814 -0.051 -0.278 0.316 0.261
O 4.50409 1.56906 0.72387 -0.110 0.135 -0.508 -0.455
N 4.68715 2.80622 1.55551 0.479 -0.071 0.197 0.439
O 4.21126 2.70369 2.59105 -0.341 0.129 0.035 -0.187
C 2.18005 1.98693 0.27470 0.029 0.139 0.070 -0.167
C 0.89582 1.48350 0.18031 0.126 -0.196 0.041 -0.124
C 0.61524 0.14124 0.45505 0.157 0.173 -0.180 -0.161
C -0.81733 -0.27195 0.36651 0.032 0.116 0.021 0.553
O -1.29798 -1.07793 1.12392 -0.055 -0.246 0.146 -0.505
C -1.63676 0.41773 -0.68846 0.007 -0.136 -0.122 -0.125
C -2.68112 -0.22285 -1.36473 -0.059 0.187 0.206 0.005
C -3.09369 -1.66550 -1.13326 -0.375 0.182 -0.100 -0.109
O -4.50438 -1.80126 -1.25419 0.167 -0.160 -0.051 -0.525
C -5.20899 -1.31414 -0.15625 -0.171 0.034 0.033 0.243
O -6.22834 -0.49638 -0.66374 0.069 0.201 0.093 -0.548
C -7.23169 -0.20735 0.30547 0.191 -0.004 -0.170 -0.104
C -7.80381 1.16184 0.04569 -0.215 0.134 0.174 -0.080
O -7.01550 2.21262 0.57833 0.050 -0.075 0.095 -0.711
C -3.39719 0.50737 -2.30817 0.170 0.046 0.019 -0.168
C -3.07664 1.82549 -2.58442 -0.164 -0.241 -0.176 -0.169
C -2.03220 2.44384 -1.92849 -0.637 0.072 -0.449 0.142
N -1.71439 3.80471 -2.30887 0.867 0.499 0.761 -0.575
C -0.48655 3.92438 -3.02345 -0.141 -0.230 -0.378 0.992
O 0.60196 4.12678 -2.62404 -0.172 0.046 -0.167 -0.488
F -0.73885 3.70647 -4.33191 0.152 -0.005 0.458 -0.318
C -2.03311 4.78346 -1.35365 -0.466 0.094 0.100 1.007
O -3.02528 4.77447 -0.70254 0.727 0.048 -0.160 -0.541
F -1.14976 5.79631 -1.35349 -0.534 -0.389 -0.178 -0.313
C -1.31614 1.74933 -0.96704 0.026 -0.039 -0.064 -0.067
C -0.22392 2.38439 -0.18454 0.075 -0.008 0.131 0.547
O -0.25704 3.54216 0.15285 0.071 0.216 -0.072 -0.498
H 1.96619 -2.43276 -1.03624 -0.124 -0.093 -0.109 0.380
H 2.98839 -3.39974 -0.26031 0.000 -0.051 0.016 0.376
H 3.24410 -3.51522 1.92280 0.081 -0.099 0.217 0.497
H 3.75295 -0.85778 1.20715 0.008 0.046 0.003 0.249
H 2.37291 3.03009 0.06583 -0.059 0.064 -0.028 0.240
H -2.77050 -2.02147 -0.16344 0.199 -0.112 -0.027 0.222
H -2.67893 -2.28316 -1.92775 0.109 -0.119 0.051 0.210
H -4.55709 -0.73394 0.51301 0.076 0.021 -0.013 0.139
H -5.63811 -2.14499 0.41863 -0.048 -0.080 -0.058 0.146
H -8.01495 -0.96831 0.25996 -0.027 -0.074 0.014 0.182
H -6.79128 -0.20413 1.30742 -0.091 -0.054 0.111 0.177
H -7.97629 1.32043 -1.02135 0.040 -0.158 -0.104 0.174
H -8.76926 1.21817 0.54958 -0.036 0.097 0.009 0.180
H -6.08604 2.00607 0.44066 0.044 0.059 -0.180 0.467
H -4.21105 0.02768 -2.83060 -0.085 -0.009 0.024 0.247
H -3.64250 2.37121 -3.32523 0.049 0.108 -0.028 0.239
C 7.40687 -4.09701 1.44579 -0.009 -0.019 0.007 -0.215
C 7.01582 -3.38057 0.32298 -0.020 -0.015 -0.016 -0.223
C 6.44890 -2.12138 0.46674 -0.038 0.009 -0.015 -0.233
C 6.27123 -1.58082 1.73283 -0.002 0.019 0.025 -0.165
C 6.65656 -2.29948 2.85592 -0.007 -0.004 0.000 -0.230
C 7.22587 -3.55717 2.71204 -0.009 -0.011 0.001 -0.213
H 7.85416 -5.07623 1.33408 -0.002 -0.006 -0.001 0.215
H 7.15502 -3.80256 -0.66408 0.015 0.003 -0.006 0.214
H 6.14667 -1.55891 -0.40814 0.010 0.018 -0.004 0.213
H 5.83001 -0.59814 1.84200 0.063 0.011 0.009 0.205
H 6.51213 -1.87978 3.84291 0.002 0.005 0.003 0.216
H 7.52848 -4.11751 3.58711 0.006 -0.001 0.004 0.215
```
Positions in Å, forces in eV/Å.

The value obtained for the relative energy (zero: lowest compared OMol25 entry of this formula, charge and spin) is 0.000 eV. As for the HOMO energy: -8.95 eV. For the frontier orbital gap, the calculation gives 7.7 eV. Its SMILES is NP(O)c1cc(ON=O)cc2c1C(=O)c1c(COCOCCO)ccc(N(C(=O)F)C(=O)F)c1C2=O.c1ccccc1.

No. 6
Below is C9H14HgN2P as an isolated structure, with properties calculated with the ωB97M-V functional and the def2-TZVPD basis.

The geometry in XYZ format:
```
27
Properties=species:S:1:pos:R:3:forces:R:3:nbo_charge:R:1
C 0.27355 -0.47205 -2.61375 0.392 -0.878 0.627 -0.374
C -0.91459 -1.25799 -2.70033 0.639 0.080 0.957 -0.371
C -0.73874 -2.39628 -1.85452 0.385 -0.067 -0.667 -0.371
C 0.59762 -2.40079 -1.36816 -0.230 0.934 -0.090 -0.382
C 1.21919 -1.18552 -1.78401 -1.026 -0.072 -0.556 -0.372
Hg 1.27357 1.25139 0.92775 2.561 -0.686 -0.728 0.054
P -0.39852 3.21050 0.84684 -0.604 0.553 0.025 -0.092
H 0.44527 0.51237 -3.05584 -0.057 -0.349 0.006 0.178
H -1.80112 -1.01645 -3.28328 0.082 0.007 0.214 0.175
H -1.47150 -3.18440 -1.66804 0.156 0.166 -0.191 0.171
H 2.22685 -0.86703 -1.52336 -0.231 -0.025 -0.123 0.191
H 1.08037 -3.18977 -0.78834 -0.198 0.203 -0.029 0.173
H -1.57757 2.94550 1.62064 -0.079 0.788 -0.471 -0.007
H -0.86106 3.28219 -0.50767 -0.195 0.393 0.682 0.040
H -0.00011 4.55869 1.17926 -0.764 -0.391 -0.277 0.009
C -1.24289 -0.58592 5.58327 0.005 -0.098 -0.063 -0.396
N -0.80613 -0.80540 4.21375 -0.228 -0.344 0.160 -0.349
C -0.71103 -2.03107 3.56503 0.282 0.505 -0.289 -0.130
C -0.16600 -1.78164 2.32922 -0.128 0.994 1.017 -0.051
N 0.08344 -0.42209 2.22831 -1.313 -0.216 1.287 -0.537
C -0.33631 0.14084 3.36739 0.429 -1.416 -1.108 0.165
H -2.20100 -1.08670 5.76807 0.215 0.119 -0.066 0.205
H -0.49778 -0.96199 6.29608 -0.164 0.072 -0.154 0.201
H -1.36962 0.48753 5.74342 0.004 -0.159 -0.024 0.210
H -1.02000 -2.95428 4.01887 -0.077 -0.007 0.168 0.209
H 0.05868 -2.47655 1.53977 0.038 0.143 -0.240 0.251
H -0.31858 1.19781 3.61324 0.108 -0.251 -0.068 0.200
```
Positions in Å, forces in eV/Å.

The charge is -1. As for the HOMO energy: -2.11 eV. For the frontier orbital gap, the calculation gives 4.5 eV.